<P>
Formula: C7H14N2
Source: OMol25
Level of theory: ωB97M-V with the def2-TZVPD basis set

Computed properties:
LUMO level = 0.7 eV
SMILES = C[C@]1([C@@]2(C)C[C@@H]2N)CN1
gap between HOMO and LUMO = 9.64 eV

Geometry (Å):
C: -2.2343 -0.7369 0.2361
C: -1.1615 0.0273 0.8101
C: -0.6911 -0.4096 2.2620
C: -0.0137 0.0489 -0.3077
C: 0.7431 -1.1994 -0.8922
C: 0.0872 1.0527 -1.5665
C: 1.0636 1.0598 -0.2738
H: -3.4666 -0.4472 0.6410
H: -2.1903 -0.3693 -0.9350
H: -1.8908 -1.8569 0.0290
H: -1.6525 -1.0475 2.7988
H: 0.3395 -0.7884 2.5589
H: -0.0882 1.5573 1.8845
H: 0.2489 -1.8775 -1.6356
H: 1.3219 -1.0047 -1.8964
H: 1.1852 -1.9134 -0.1847
H: 0.4313 0.6429 -2.4903
H: -0.3682 1.9611 -1.5724
H: 0.8173 1.9957 0.3187
H: 2.8824 0.3458 0.1889
H: 2.9424 0.8481 -1.3771
N: -0.9883 1.0730 1.7402
N: 2.6826 1.0381 -0.3367

<Q>
Formula: C7H14N2
Source: OMol25
Level of theory: ωB97M-V with the def2-TZVPD basis set

Computed properties:
LUMO level = 0.9 eV
SMILES = Cc1c[nH]cn1.CCC
gap between HOMO and LUMO = 9.45 eV

Geometry (Å):
C: -0.0443 -2.5178 -0.7509
C: -1.4499 -0.4089 -1.2155
C: -1.3036 -1.7043 -0.8028
C: -3.4031 -1.2712 -0.7247
N: -2.7894 -0.1466 -1.1389
N: -2.5360 -2.2426 -0.5167
H: -0.6853 0.2619 -1.5647
H: -3.2560 0.7249 -1.3434
H: -0.0609 -3.1041 0.1662
H: 0.8017 -1.8322 -0.7404
H: -4.4606 -1.4085 -0.5891
H: 0.0317 -3.1760 -1.6138
C: 1.6086 1.0406 0.5213
C: 2.8597 1.9256 0.5625
C: 0.7023 1.4576 1.6975
H: 1.0742 1.1845 -0.4138
H: 1.8921 -0.0006 0.6605
H: 3.3933 1.7200 1.4930
H: 2.5623 2.9754 0.5881
H: 1.2989 1.4998 2.6100
H: 0.2926 2.4533 1.5311
H: 3.5686 1.8346 -0.2607
H: -0.0970 0.7346 1.8451

Which one is most stable, and which one is least stable? <Q> is the most stable of them, while <P> is the least stable.